# C28H30CrF3N3S2Te

A structure of composition C28H30CrF3N3S2Te (the ωB97M-V functional and the def2-TZVPD basis, OMol25).

Summary:
Lowest unoccupied orbital energy (spin up / spin down) (eV): -0.6 / -0.8
Molar mass (g/mol): 709.29
Frontier orbital gap (spin up / spin down) (eV): 5.7 / 5.6
Max |F| (Eh/bohr): 0.01615
Total energy (eV): -99533.94387

The geometry in ORCA input format:
```
! RIJCOSX wB97M-V def2-TZVPD def2/J DEFGRID3
* xyz 0 5
Cr -0.181 0.394 -0.029
C 2.287 -0.096 6.568
C 0.803 0.018 6.227
C 0.249 1.304 6.862
C 0.070 -1.202 6.806
C 0.562 0.074 4.724
C -0.734 0.162 4.226
C -0.945 0.234 2.870
N 0.057 0.220 1.983
C 1.306 0.123 2.434
C 1.586 0.050 3.787
C 2.359 0.095 1.376
C 3.715 0.124 1.660
C 4.654 0.086 0.639
C 4.155 0.020 -0.659
C 2.796 0.009 -0.872
N 1.898 0.047 0.123
C 6.159 0.117 0.888
C 6.797 -1.139 0.280
C 6.744 1.368 0.216
C 6.495 0.156 2.379
H 2.403 -0.145 7.653
H 2.853 0.770 6.214
H 2.733 -1.002 6.147
H 0.390 1.271 7.945
H -0.817 1.425 6.665
H 0.766 2.184 6.474
H 0.218 -1.240 7.887
H 0.453 -2.130 6.375
H -1.004 -1.159 6.617
H -1.591 0.182 4.887
H -1.940 0.322 2.457
H 2.616 -0.028 4.104
H 4.032 0.192 2.689
H 4.818 -0.016 -1.514
H 2.393 -0.028 -1.875
H 6.608 -1.214 -0.794
H 6.409 -2.044 0.755
H 7.878 -1.111 0.428
H 6.568 1.368 -0.862
H 7.824 1.406 0.380
H 6.302 2.277 0.630
H 6.104 -0.718 2.906
H 6.106 1.058 2.860
H 7.580 0.159 2.502
F -3.999 -2.497 -3.294
C -2.750 -2.896 -2.993
F -2.804 -3.536 -1.834
F -2.410 -3.806 -3.929
C -1.780 -1.742 -3.015
C -1.215 -1.403 -4.230
C -0.338 -0.333 -4.335
C -0.015 0.343 -3.178
N -0.542 0.018 -2.004
C -1.480 -0.953 -1.889
S -2.143 -1.046 -0.286
H -1.466 -1.987 -5.106
H 0.087 -0.037 -5.283
H 0.664 1.190 -3.169
Te 0.278 3.041 -0.238
C -1.686 3.777 -0.114
C -2.862 3.078 -0.055
C -4.017 3.919 0.024
C -3.704 5.242 0.022
S -2.005 5.462 -0.047
H -2.901 1.995 -0.092
H -5.033 3.548 0.069
H -4.369 6.092 0.064
*
```